[1]
Computed, not measured: a structure of composition C30H55AlFN2O10S5, with ωB97M-V/def2-TZVPD.

As for the total energy: -4371.22298 Eh.

ORCA input file:
```
! wB97M-V def2-TZVPD RIJCOSX def2/J DEFGRID3
* xyz -1 1
N -3.206 4.437 1.630
C -2.925 3.195 1.691
C -3.239 2.233 0.672
Al -3.045 2.899 -1.262
C -4.443 4.259 -1.795
C -3.859 5.319 -2.708
C -3.120 6.362 -1.948
F -3.270 7.612 -2.540
C -1.136 3.526 -1.695
C -0.365 4.101 -0.773
C 0.856 4.467 -1.042
C 1.341 4.291 -2.234
C 0.577 3.741 -3.143
N -0.648 3.338 -2.934
H -2.871 4.901 2.465
H -2.395 2.813 2.558
H -4.278 1.977 0.782
H -2.696 1.330 0.887
H -3.272 1.600 -2.236
H -5.215 3.767 -2.349
H -4.910 4.714 -0.939
H -3.231 4.871 -3.449
H -4.636 5.832 -3.245
H -2.067 6.169 -1.941
H -3.454 6.424 -0.934
H -0.728 4.285 0.209
H 1.464 4.905 -0.291
H 2.325 4.590 -2.491
H 0.977 3.605 -4.125
C -2.909 -3.682 1.805
C -1.467 -3.933 1.344
C -1.051 -2.741 0.474
S -1.996 -1.340 1.055
O -2.890 -0.930 0.015
O -1.113 -0.405 1.719
C -2.943 -2.239 2.291
H -3.211 -4.374 2.591
H -3.593 -3.806 0.964
H -0.811 -4.004 2.215
H -1.377 -4.866 0.789
H 0.003 -2.518 0.573
H -1.300 -2.891 -0.564
H -3.943 -1.817 2.352
H -2.432 -2.137 3.245
C -0.170 0.495 -4.151
C 0.912 -0.240 -4.972
C 0.821 -1.714 -4.583
S -0.884 -1.999 -4.109
O -0.905 -2.338 -2.709
O -1.523 -2.865 -5.076
C -1.445 -0.324 -4.293
H -0.327 1.512 -4.490
H 0.124 0.538 -3.102
H 0.720 -0.116 -6.041
H 1.906 0.148 -4.769
H 1.067 -2.395 -5.394
H 1.436 -1.926 -3.714
H -2.189 -0.099 -3.527
H -1.883 -0.222 -5.284
C 4.021 0.431 0.696
C 2.495 0.354 0.615
C 2.084 0.803 -0.794
S 3.472 0.419 -1.865
O 4.028 1.652 -2.363
O 3.132 -0.637 -2.798
C 4.550 -0.219 -0.581
H 4.402 -0.066 1.586
H 4.336 1.477 0.728
H 2.178 -0.673 0.786
H 2.019 0.970 1.371
H 1.199 0.287 -1.161
H 1.926 1.880 -0.844
H 5.580 0.043 -0.811
H 4.434 -1.302 -0.559
C 0.186 2.730 5.661
C 1.632 2.702 6.176
C 2.087 1.236 6.184
S 1.142 0.410 4.888
O 0.280 -0.572 5.504
O 2.022 0.048 3.810
C 0.165 1.839 4.423
H -0.139 3.741 5.425
H -0.486 2.328 6.423
H 2.267 3.281 5.505
H 1.718 3.142 7.168
H 3.145 1.127 5.963
H 1.853 0.744 7.125
H -0.826 1.519 4.132
H 0.658 2.313 3.579
C 1.016 -7.470 0.626
C 1.705 -7.595 -0.742
C 2.318 -6.227 -1.072
S 2.682 -5.448 0.509
O 1.844 -4.289 0.647
O 4.106 -5.364 0.697
C 2.012 -6.755 1.535
H 0.737 -8.442 1.030
H 0.108 -6.873 0.527
H 2.493 -8.349 -0.685
H 1.009 -7.907 -1.518
H 3.240 -6.308 -1.640
H 1.615 -5.584 -1.599
H 1.562 -6.318 2.423
H 2.838 -7.407 1.814
*
```

Here are the Löwdin charges for atoms 1 to 99, given in e:
1. N 0.06
2. C -0.38
3. C -0.23
4. Al 0.40
5. C -0.26
6. C -0.29
7. C -0.23
8. F -0.08
9. C -0.27
10. C -0.14
11. C -0.15
12. C -0.14
13. C -0.20
14. N 0.08
15. H 0.02
16. H 0.08
17. H 0.06
18. H -0.01
19. H -0.05
20. H 0.03
21. H 0.03
22. H 0.08
23. H 0.09
24. H 0.10
25. H 0.10
26. H 0.09
27. H 0.11
28. H 0.11
29. H 0.10
30. C -0.22
31. C -0.21
32. C -0.22
33. S 0.66
34. O -0.30
35. O -0.33
36. C -0.22
37. H 0.11
38. H 0.12
39. H 0.11
40. H 0.10
41. H 0.08
42. H 0.07
43. H 0.11
44. H 0.10
45. C -0.22
46. C -0.21
47. C -0.23
48. S 0.67
49. O -0.33
50. O -0.35
51. C -0.22
52. H 0.09
53. H 0.10
54. H 0.11
55. H 0.09
56. H 0.10
57. H 0.07
58. H 0.08
59. H 0.11
60. C -0.22
61. C -0.21
62. C -0.19
63. S 0.68
64. O -0.32
65. O -0.33
66. C -0.22
67. H 0.11
68. H 0.12
69. H 0.11
70. H 0.10
71. H 0.10
72. H 0.09
73. H 0.10
74. H 0.10
75. C -0.22
76. C -0.22
77. C -0.22
78. S 0.66
79. O -0.32
80. O -0.32
81. C -0.23
82. H 0.12
83. H 0.12
84. H 0.11
85. H 0.11
86. H 0.10
87. H 0.10
88. H 0.09
89. H 0.11
90. C -0.22
91. C -0.21
92. C -0.21
93. S 0.66
94. O -0.31
95. O -0.32
96. C -0.23
97. H 0.11
98. H 0.10
99. H 0.11



[2]
Computed, not measured: a cluster of 2 separate species, C3H4O3 in total, with ωB97M-V/def2-TZVPD.

The energy above the lowest of the compared OMol25 structures with the same formula, charge and spin is 356.4 kJ/mol.

ORCA input file:
```
! wB97M-V def2-TZVPD RIJCOSX def2/J DEFGRID3
* xyz 0 1
O -1.508 0.946 -1.624
C -1.014 0.227 -0.786
C 0.165 -0.767 -0.906
O 0.908 -1.097 -0.001
H -1.594 -0.310 -0.010
H 0.120 -1.409 -1.777
C 0.737 0.554 1.247
O 0.179 1.274 0.429
H 1.742 0.826 1.598
H 0.265 -0.243 1.830
*
```

Table of Löwdin atomic charges, one value per atom, all in e:
1. O 0.05
2. C -0.32
3. C -0.11
4. O 0.03
5. H 0.14
6. H 0.14
7. C -0.12
8. O -0.03
9. H 0.11
10. H 0.11



[3]
Computed, not measured: a structure of composition C15H22CrF3O12S, with ωB97M-V/def2-TZVPD.

Its expectation value of S² is 3.79. The energy above the lowest of the compared OMol25 structures with the same formula, charge and spin is 154.7 kJ/mol.

ORCA input file:
```
! wB97M-V def2-TZVPD RIJCOSX def2/J DEFGRID3
* xyz 0 4
Cr -0.911 0.545 0.770
C -1.986 -1.247 -2.653
C -1.557 -0.524 -1.435
O -1.769 0.686 -1.167
O -0.852 -1.099 -0.537
H -2.026 -2.310 -2.404
H -1.230 -1.074 -3.418
H -3.006 -1.068 -2.985
C 3.352 1.428 0.493
F 4.411 2.219 0.479
F 3.634 0.301 -0.129
F 3.070 1.189 1.772
S 1.838 2.222 -0.275
O 2.023 2.243 -1.699
O 0.831 1.220 0.113
O 1.726 3.504 0.375
O -2.439 -0.060 1.708
H -2.729 -0.196 2.601
O -1.597 2.583 0.712
C -1.585 3.788 0.578
O -2.026 4.585 1.506
C -1.958 5.969 1.132
C -0.770 5.922 0.158
C -1.084 4.632 -0.601
H -1.734 6.521 2.046
H -2.828 6.525 0.777
H 0.156 5.820 0.720
H -0.699 6.756 -0.539
H -0.302 4.056 -1.084
H -1.899 4.750 -1.319
O 0.589 -1.243 1.873
C 0.140 -2.246 2.330
O -0.198 -2.294 3.653
C -1.015 -3.433 3.917
C -0.675 -4.401 2.783
C -0.178 -3.589 1.639
H -2.098 -3.295 3.923
H -0.645 -3.837 4.856
H -1.600 -4.928 2.544
H 0.109 -5.044 3.184
H -0.843 -3.359 0.808
H 0.824 -3.780 1.241
O 2.248 -2.959 0.132
C 1.885 -2.714 -0.986
O 1.042 -3.566 -1.624
C 0.852 -3.219 -2.972
C 1.474 -1.812 -3.166
C 2.394 -1.681 -1.939
H -0.198 -3.212 -3.271
H 1.355 -3.925 -3.639
H 0.717 -1.032 -3.151
H 2.027 -1.819 -4.103
H 2.278 -0.652 -1.616
H 3.457 -1.845 -2.110
*
```

Table of Löwdin atomic charges, one value per atom, all in e:
1. Cr 1.13
2. C 0.03
3. C -0.60
4. O -0.01
5. O -0.05
6. H 0.09
7. H 0.08
8. H 0.10
9. C -0.67
10. F 0.16
11. F 0.15
12. F 0.14
13. S 0.54
14. O -0.27
15. O -0.39
16. O -0.27
17. O -0.34
18. H -0.01
19. O 0.04
20. C -0.44
21. O 0.08
22. C -0.12
23. C -0.13
24. C -0.05
25. H 0.13
26. H 0.13
27. H 0.12
28. H 0.12
29. H 0.11
30. H 0.14
31. O 0.09
32. C -0.44
33. O 0.03
34. C -0.16
35. C -0.16
36. C -0.06
37. H 0.12
38. H 0.12
39. H 0.12
40. H 0.12
41. H 0.13
42. H 0.10
43. O 0.11
44. C -0.45
45. O 0.03
46. C -0.17
47. C -0.12
48. C -0.05
49. H 0.10
50. H 0.12
51. H 0.09
52. H 0.11
53. H 0.10
54. H 0.14



[4]
Computed, not measured: a structure of composition C17H20N5O6W, with ωB97M-V/def2-TZVPD.

The energy above the lowest of the compared OMol25 structures with the same formula, charge and spin is 71.3 kJ/mol.

ORCA input file:
```
! wB97M-V def2-TZVPD RIJCOSX def2/J DEFGRID3
* xyz 3 1
W -0.421 0.117 0.689
O 0.842 -1.343 2.197
C 2.255 -1.421 1.867
C 2.717 -0.018 1.490
N 1.909 0.532 0.359
C 2.307 -0.108 -0.917
C 1.412 -1.358 -1.115
O 1.686 -2.354 -1.683
O 0.216 -1.128 -0.489
C 1.989 2.012 0.424
C 1.011 2.471 1.552
O 0.979 3.524 2.072
O 0.146 1.433 1.829
H 0.734 -1.594 3.130
H 2.364 -2.149 1.052
H 2.838 -1.769 2.726
H 3.786 -0.021 1.240
H 2.572 0.629 2.366
H 3.362 -0.412 -0.936
H 2.142 0.564 -1.772
H 1.673 2.478 -0.522
H 2.999 2.383 0.656
N -5.472 4.469 -2.169
C -4.511 3.957 -1.822
C -3.366 3.228 -1.391
C -2.272 3.032 -2.234
C -1.238 2.192 -1.845
C -1.221 1.559 -0.590
C -2.324 1.857 0.281
C -3.386 2.647 -0.116
H -2.238 3.518 -3.198
H -0.426 2.016 -2.544
H -2.342 1.463 1.353
H -4.220 2.853 0.542
C -4.621 -4.199 -0.508
N -3.785 -3.081 -0.134
C -3.242 -2.936 1.198
C -2.417 -1.701 1.020
O -1.689 -1.052 1.848
N -2.488 -1.253 -0.226
C -3.340 -2.109 -0.921
N -3.639 -1.942 -2.189
H -5.014 -4.667 0.392
H -4.041 -4.946 -1.053
H -5.460 -3.869 -1.119
H -2.643 -3.809 1.492
H -4.030 -2.826 1.956
H -3.290 -1.149 -2.706
H -4.233 -2.594 -2.688
*
```

Table of Löwdin atomic charges, one value per atom, all in e:
1. W 2.06
2. O -0.13
3. C -0.12
4. C -0.10
5. N -0.21
6. C -0.01
7. C -0.46
8. O 0.26
9. O -0.18
10. C -0.02
11. C -0.45
12. O 0.27
13. O -0.19
14. H 0.15
15. H 0.14
16. H 0.16
17. H 0.17
18. H 0.15
19. H 0.17
20. H 0.16
21. H 0.15
22. H 0.17
23. N 0.26
24. C -0.13
25. C -0.16
26. C 0.04
27. C -0.03
28. C -0.25
29. C -0.11
30. C 0.03
31. H 0.15
32. H 0.12
33. H 0.13
34. H 0.15
35. C 0.03
36. N -0.06
37. C 0.02
38. C -0.39
39. O -0.08
40. N 0.15
41. C -0.31
42. N 0.28
43. H 0.12
44. H 0.12
45. H 0.11
46. H 0.18
47. H 0.18
48. H 0.14
49. H 0.15